The following is a quantum chemistry calculation of a cluster of 34 separate species, H68O34 in total in a non-equilibrium geometry, from OMol25.

Positions of all 102 atoms, in Å:
1 O 17.06405 -11.74502 -0.75814
2 H 17.61712 -12.59657 -0.82880
3 H 17.73830 -11.05295 -0.66870
4 O 18.70117 -13.94273 -0.37969
5 H 19.48582 -14.08725 0.16386
6 H 18.15906 -14.72620 -0.16205
7 O 16.76993 -14.26078 6.87531
8 H 16.20206 -13.51997 7.08142
9 H 16.89750 -13.89303 5.95050
10 O 11.59588 -15.54708 2.28895
11 H 11.58860 -16.38589 2.86124
12 H 11.35322 -14.77647 2.82513
13 O 13.73117 -12.88576 -1.39234
14 H 13.96628 -13.75922 -1.75197
15 H 14.48045 -12.27395 -1.55949
16 O 15.97931 -8.39872 1.17252
17 H 16.21046 -7.78281 1.86742
18 H 15.69508 -9.22379 1.66356
19 O 16.41665 -14.11749 2.02790
20 H 16.19421 -13.17893 1.89002
21 H 16.49270 -14.34339 1.10929
22 O 8.50968 -14.84075 4.08869
23 H 8.09397 -14.73611 4.98042
24 H 9.29161 -14.28126 4.15748
25 O 13.65218 -15.75482 -1.08887
26 H 13.73433 -15.53563 -0.14927
27 H 12.92682 -16.37904 -1.28038
28 O 11.84559 -10.80991 4.10250
29 H 10.99982 -10.36096 4.21709
30 H 12.19495 -10.77507 3.20101
31 O 9.65262 -17.10712 0.41060
32 H 10.59232 -17.16875 0.62556
33 H 9.46511 -16.21308 0.49123
34 O 15.55105 -11.09506 1.42907
35 H 14.69354 -11.56631 1.31279
36 H 16.04456 -11.36224 0.65867
37 O 10.79773 -13.44800 4.53054
38 H 11.17031 -13.74187 5.35492
39 H 11.22036 -12.53668 4.53955
40 O 16.67801 -18.18453 5.41411
41 H 15.75133 -17.84852 5.45426
42 H 16.85153 -18.72610 6.17090
43 O 10.94536 -10.00970 7.09092
44 H 11.63085 -10.10794 7.73815
45 H 11.29736 -9.25406 6.60465
46 O 17.91821 -11.58352 5.40597
47 H 18.14097 -10.64468 5.42120
48 H 18.52188 -12.04133 4.78281
49 O 14.35182 -15.80098 1.65162
50 H 13.40902 -15.93480 1.88531
51 H 14.58892 -15.01405 2.21584
52 O 18.26861 -9.27595 0.09258
53 H 18.96504 -8.56924 -0.03070
54 H 17.38383 -8.93847 0.27640
55 O 19.18998 -10.51302 2.41398
56 H 19.31287 -11.45938 2.24353
57 H 18.66613 -10.24470 1.58618
58 O 16.72297 -17.68549 2.11929
59 H 16.68864 -18.62907 2.33428
60 H 15.86142 -17.34365 2.39292
61 O 19.42215 -13.21073 3.65836
62 H 19.78376 -13.79985 4.38549
63 H 18.60391 -13.69859 3.39221
64 O 14.63232 -16.09596 5.86356
65 H 15.36568 -15.63444 6.33151
66 H 14.43990 -15.41479 5.20159
67 O 8.27199 -17.53399 3.23212
68 H 8.71106 -17.55218 2.34746
69 H 8.27191 -16.52642 3.43399
70 O 17.29772 -15.16509 4.39893
71 H 17.29994 -15.98540 4.89325
72 H 17.02843 -15.23534 3.49089
73 O 16.59432 -15.85466 -0.16821
74 H 15.90048 -16.05240 -0.81385
75 H 16.55544 -16.49393 0.58989
76 O 19.30761 -9.17152 4.64282
77 H 19.47453 -9.60813 3.74417
78 H 20.14570 -8.74678 4.75590
79 O 15.63708 -11.61212 4.04521
80 H 15.89210 -11.32129 3.18777
81 H 16.45469 -11.64464 4.63940
82 O 12.79769 -13.67987 6.81204
83 H 12.89124 -12.85478 7.29349
84 H 13.32906 -14.25699 7.35125
85 O 13.05608 -12.43014 1.49857
86 H 12.85553 -12.65723 0.56744
87 H 13.37254 -13.26636 1.90418
88 O 13.82555 -11.69410 8.47552
89 H 14.21151 -11.06153 7.85256
90 H 14.25105 -11.50288 9.34537
91 O 11.55627 -17.68193 3.83832
92 H 10.60578 -17.98295 3.94662
93 H 12.05799 -17.82586 4.67586
94 O 14.15690 -9.94693 5.89275
95 H 14.67753 -10.50233 5.28950
96 H 13.27585 -9.98351 5.50045
97 O 17.94912 -7.05965 2.90620
98 H 18.01004 -7.56470 3.71285
99 H 18.15833 -6.17255 3.16416
100 O 13.96507 -13.94088 3.86805
101 H 14.83920 -13.49942 3.77242
102 H 13.55952 -13.59349 4.70936

Force components x, y, z for each atom (eV/Å):
0.9 -1.5 -0.2
-0.9 1.5 0.3
-0.1 0.2 -0.1
0.1 -0.7 0.5
0.1 0.3 -0.2
-0.2 0.1 -0.5
-0.3 1.1 -1.9
-0.6 0.3 1.4
0.7 -1.5 0.8
0.1 -1.0 0.0
-0.2 1.6 -0.3
0.1 -0.3 0.2
0.6 0.5 -0.1
-0.1 0.3 0.2
-0.5 -0.7 0.0
-0.8 -1.3 0.6
0.4 0.5 0.2
0.3 0.9 -1.0
-0.1 1.5 0.4
0.1 0.2 0.8
0.1 -1.3 -1.2
-1.1 0.0 1.3
0.4 -0.2 -1.2
0.5 0.3 -0.1
0.0 -0.2 -1.0
-0.3 -0.5 0.3
0.5 0.6 0.6
0.3 -0.2 0.7
0.2 0.1 -0.6
-0.5 0.1 -0.1
0.7 -2.8 -0.2
-0.2 0.1 0.1
-0.5 2.8 0.3
-1.0 -0.4 0.7
-0.1 0.4 0.3
1.0 -0.1 -1.2
0.9 1.7 -0.2
0.2 -0.9 0.9
-0.8 -0.8 -0.8
-0.7 0.8 -1.0
0.8 -0.2 0.3
-0.1 -0.3 0.7
-0.1 0.5 -0.7
0.5 -0.5 0.9
-0.3 0.1 -0.2
-0.3 -0.5 0.2
0.5 0.1 -0.2
0.0 0.4 0.2
-0.3 0.8 0.8
0.1 0.2 0.1
-0.1 -1.3 -0.7
2.2 -0.1 -0.7
-1.7 -1.0 0.3
-0.5 1.1 0.4
-1.1 -0.5 -2.1
0.3 0.1 0.6
1.0 0.4 1.3
-0.2 -0.1 0.0
0.1 0.3 0.0
-0.2 0.1 0.0
-0.2 -1.4 0.9
-0.6 1.0 -1.3
0.7 0.3 0.3
0.6 0.5 0.4
-0.2 -0.5 0.0
-0.3 -0.2 -0.5
0.8 2.0 -0.5
-0.6 -0.1 0.6
0.1 -2.1 -0.2
0.6 1.2 0.8
-0.2 -0.7 -0.4
-0.4 -0.6 -0.6
0.6 -0.2 0.6
-0.1 -0.1 0.4
-0.2 0.3 -1.0
-0.1 -0.6 -1.4
-0.9 0.2 1.0
0.7 0.6 0.7
0.0 -0.8 2.5
0.5 0.6 -1.4
-0.5 0.2 -0.9
-0.3 0.2 -0.6
-0.1 0.5 0.2
0.3 -0.8 0.1
0.3 -0.5 -0.3
0.2 0.1 0.3
-0.5 0.6 0.0
0.6 0.4 1.1
0.0 0.2 -0.3
-0.6 -0.3 -1.1
-0.8 -0.9 0.9
1.4 0.5 0.1
-0.9 0.2 -0.9
0.0 -0.1 0.4
0.1 0.0 -0.2
-0.1 -0.2 -0.1
-0.4 -0.2 -0.7
0.3 -0.6 0.6
0.1 0.8 0.1
0.2 0.2 0.9
-0.7 0.2 0.5
0.5 -0.2 -1.1

Calculated values
* E: -2599.10733 a.u.
* highest occupied orbital energy: -10.39 eV
* gap between HOMO and LUMO: 10.369 eV
* LUMO: -0.0008 Eh
* ΔE to the lowest compared entry with this formula, charge and spin: 125.6 kJ/mol

Atomic partial charges in e from the Mulliken method, atoms 1 to 5: atom 1 (O): -0.65, atom 2 (H): 0.42, atom 3 (H): 0.23, atom 4 (O): -0.67, atom 5 (H): 0.30

***

The following is a quantum chemistry calculation of a structure of composition C2H10BNO2SiZr in a non-equilibrium geometry, from OMol25.

Positions of all 18 atoms, in Å:
1 C -2.13160 -1.30268 0.40808
2 C -1.55819 -1.03075 -0.94452
3 O -0.60562 0.23328 -0.98169
4 B 0.82851 -0.02164 -0.66746
5 O 1.40155 -1.11683 -1.04887
6 Si 1.87266 1.54233 0.32575
7 N 1.92966 1.14621 2.07289
8 H -2.39336 -0.38497 0.92763
9 H -3.06930 -1.82921 0.24673
10 H -1.46970 -1.90362 1.01931
11 H -2.41081 -0.77029 -1.60520
12 H -1.07114 -1.88053 -1.41245
13 H 2.33539 -1.25798 -0.81050
14 H 1.10540 2.84938 0.21024
15 H 3.23482 1.73175 -0.29107
16 H 1.16488 0.57053 2.45703
17 H 1.94178 1.99777 2.66904
18 Zr -1.10492 1.42723 -2.57494

Force components x, y, z for each atom (eV/Å):
0.5 0.6 0.2
-1.9 -1.0 -0.3
0.7 0.1 -1.5
0.5 0.7 0.7
-0.5 0.0 0.0
0.2 -0.1 0.3
-2.0 1.5 -1.1
-0.2 0.2 0.2
-0.2 -0.3 0.0
0.1 -0.2 0.1
0.1 0.5 -0.3
0.7 0.2 -0.1
0.2 -0.6 -0.2
0.3 0.2 0.3
0.1 -0.1 -0.1
0.8 -0.9 0.5
0.6 -0.1 0.3
-0.1 -0.6 1.0

Calculated values
* E: -646.67478 a.u.
* highest occupied orbital energy: -25.63 eV
* gap between HOMO and LUMO: 3.374 eV
* LUMO: -0.8178 Eh
* net charge: +4

Atomic partial charges in e from the Mulliken method, atoms 1 to 5: atom 1 (C): -1.16, atom 2 (C): -0.06, atom 3 (O): -0.31, atom 4 (B): 0.35, atom 5 (O): -0.27

***

The following is a quantum chemistry calculation of the ion NO5S with charge -1 in a non-equilibrium geometry, from OMol25.

Positions of all 7 atoms, in Å:
1 N 0.99513 -0.01274 0.02109
2 O -1.13739 -1.33841 -0.53387
3 O 1.54821 0.46352 0.97636
4 O 1.38114 -0.35629 -1.03778
5 O -1.11951 0.19145 1.46866
6 O -0.87845 1.10192 -0.94562
7 S -0.78911 -0.04946 0.05116

Force components x, y, z for each atom (eV/Å):
-1.8 0.1 1.5
0.2 0.8 1.0
1.5 0.1 0.1
2.6 -0.7 -1.7
0.2 -0.3 -2.3
-0.6 -2.4 2.9
-2.1 2.3 -1.4

Calculated values
* E: -829.12803 a.u.
* highest occupied orbital energy: -5.84 eV
* gap between HOMO and LUMO: 10.105 eV
* LUMO: 0.1568 Eh
* net charge: -1
* ΔE to the lowest compared entry with this formula, charge and spin: 46.2 kJ/mol
* SMILES: O=[N+]([O-])S(=O)(=O)[O-]

Atomic partial charges in e from the Mulliken method, atoms 1 to 5: atom 1 (N): 0.87, atom 2 (O): -0.61, atom 3 (O): -0.58, atom 4 (O): -0.56, atom 5 (O): -0.60

***

Which formula does entry 1 have?
H68O34